[1]
This record from OMol25 describes a 2-piece molecular cluster, C14H16O overall. The level of theory is ωB97M-V/def2-TZVPD.

Structure (XYZ):
```
31
Properties=species:S:1:pos:R:3:forces:R:3
C 2.026508 -1.383172 3.321429 -0.4 0.9 -0.2
H 2.838764 -1.283115 4.050412 -0.4 0.4 -0.3
C -1.071857 0.849987 -0.387759 -1.6 1.0 -1.1
C 0.689964 -1.071698 3.618863 0.1 -2.0 0.2
H -1.355069 -1.604120 3.092112 0.2 0.4 0.1
C -0.812684 2.154586 -2.907466 1.6 0.9 1.3
H 1.041968 2.841427 -1.995781 -0.4 0.0 -0.5
H -2.788348 -0.101309 -1.334010 -0.2 1.3 0.5
H -0.173857 2.064418 -4.847863 0.0 0.5 -0.8
C 0.008017 1.723725 -0.607371 -1.5 -0.8 -0.3
H 0.399779 -0.745863 4.598407 0.0 0.2 0.4
H 2.478881 -2.896797 -0.580384 0.3 0.2 0.0
C -0.466003 2.884989 -4.199608 -0.6 0.6 -0.4
H -0.861504 -2.350796 0.836199 0.6 0.4 0.0
C 1.300149 -2.148772 1.158768 -0.4 0.6 -2.5
C -0.313611 -1.563454 2.773466 -0.4 0.7 -0.7
C -2.136957 0.802167 -1.354043 1.9 -1.9 -0.3
H -2.784015 1.653884 -3.309365 0.6 -1.3 0.9
C 2.315064 -1.796375 2.026503 0.2 -0.3 0.7
O -1.347870 0.095749 0.694631 -0.2 0.4 0.5
C -0.047717 -1.950780 1.450092 0.6 -1.8 2.5
H 1.537461 -1.296593 -0.672747 0.4 -1.1 -0.5
H 0.739505 -2.885035 -0.785778 -0.4 -0.2 -0.3
H 0.270365 3.748798 -4.286957 -0.1 -1.6 1.2
H 3.354819 -1.837447 1.721748 -0.1 -0.4 -0.1
C 0.134059 2.234531 -1.903775 1.2 0.8 1.4
H -1.305730 3.472573 -4.571012 -0.6 -0.8 -0.4
C 1.564745 -2.368399 -0.336600 0.1 1.3 1.0
H -0.875298 0.322004 1.506528 0.3 0.1 -0.4
C -1.954883 1.423520 -2.574918 -1.2 2.1 -2.0
H 0.614428 2.114166 0.196009 0.4 -0.5 0.0
```
Positions in Å, forces in eV/Å.

**Lowest unoccupied orbital energy**: 0.0317 Eh
**ΔE to the lowest compared entry with this formula, charge and spin**: 50.47 kcal per mole
**Highest occupied orbital energy**: -8.2 eV



[2]
This record from OMol25 describes a 2-piece molecular cluster, C14H16O2 overall. The level of theory is ωB97M-V/def2-TZVPD.

Structure (XYZ):
```
32
Properties=species:S:1:pos:R:3:forces:R:3
C 2.533877 0.553371 1.346950 0.2 2.5 -1.3
O -0.211369 3.338670 0.308930 0.7 3.1 -3.1
H -0.104098 -1.675847 -2.199766 1.5 -0.5 -1.2
H -3.937139 -1.295959 0.686067 0.4 -0.8 1.0
H -1.078638 -0.176041 -3.715961 -0.3 -1.1 -0.5
C 0.240166 1.086695 0.656597 -0.1 2.8 -1.1
H -1.178646 -2.863205 2.349298 -0.4 0.6 -1.3
C 0.752561 2.389811 0.268124 -1.5 -1.9 0.9
C 2.064060 2.706386 0.147473 2.8 -1.9 0.8
C -2.057010 -0.291834 -3.237865 3.5 5.3 1.9
C -0.708467 -2.125129 -0.195102 0.4 -0.4 -1.4
H -3.903675 -0.244130 -1.550909 -0.3 0.3 0.9
C -2.988682 -1.421790 0.177971 -0.2 3.9 -2.1
H -2.225366 0.839473 -3.080810 -0.7 -1.5 -0.7
O -1.910646 -2.420021 1.863134 0.4 -1.7 4.3
H 0.090607 -2.893412 0.044218 -0.8 1.4 -0.2
C -1.758627 -1.914655 0.677228 -1.9 -0.1 -2.6
H 0.150304 4.113820 -0.297966 -1.4 -2.0 2.0
H 2.892516 -1.186794 2.561681 0.9 1.1 -0.5
C -3.021435 -0.612968 -1.034338 0.4 -3.3 1.6
H 2.373651 3.685356 -0.223125 0.0 -0.2 0.2
H 4.081390 2.000294 0.753845 0.7 0.0 -0.2
C -0.853451 -1.564775 -1.494989 -1.0 0.3 2.5
H -2.817545 -0.791278 -3.644902 -2.7 -1.5 -2.7
H 0.695011 -0.468617 1.968257 0.6 -0.1 -0.9
H -0.863259 0.956076 0.516908 1.2 -0.1 0.6
C -1.948674 -0.779018 -1.864714 1.8 -1.0 0.5
H 4.026932 -0.844056 1.245299 0.9 0.4 1.2
C 3.506810 -0.340287 2.087620 -2.2 -1.2 0.2
H 3.976163 0.221145 2.937112 0.4 -0.8 -1.2
C 1.127617 0.284970 1.279656 1.1 -1.0 1.6
C 3.055075 1.733734 0.664089 -4.1 -0.7 0.7
```
Positions in Å, forces in eV/Å.

**Lowest unoccupied orbital energy**: 0.0244 Eh
**ΔE to the lowest compared entry with this formula, charge and spin**: 76.88 kcal per mole
**Highest occupied orbital energy**: -8.0 eV



[3]
This record from OMol25 describes a 8-piece molecular cluster, C14H17B3Cl28O3 overall. The level of theory is ωB97M-V/def2-TZVPD.

Structure (XYZ):
```
65
Properties=species:S:1:pos:R:3:forces:R:3
C -1.766438 -2.067419 2.031471 -0.7 -0.4 -0.6
Cl 0.788520 -7.367784 2.917583 -0.1 0.4 0.0
Cl 7.987037 3.447056 -1.935435 -0.4 0.2 0.1
H -1.217758 -2.896423 2.672187 -0.9 2.1 -1.3
B -7.535291 -0.198003 0.813382 0.2 1.3 -0.7
B -7.128517 1.430746 2.604065 0.0 0.1 -1.2
Cl 1.481814 0.763394 -0.785110 0.6 0.1 0.1
Cl 2.100631 4.741628 4.410723 -0.1 0.1 -0.4
Cl 5.282270 3.374575 -3.005114 0.3 0.2 0.2
Cl 1.367203 7.183988 3.009655 0.0 -0.4 0.0
C -7.785786 -1.769615 0.375728 0.3 -0.2 0.2
H -0.703244 -0.190077 2.780344 -0.1 -1.1 -2.2
C -0.421711 -5.452477 -2.290124 -0.1 -0.2 0.0
H -2.722784 1.316541 2.365166 -0.2 -0.3 -2.5
C 1.678270 5.439142 2.826461 0.0 0.1 0.0
C 2.578331 1.233228 0.538410 0.0 0.1 -0.1
H -7.373304 1.794202 3.719468 0.0 0.0 -0.4
Cl 0.807427 -6.126100 -3.390237 -0.3 0.2 0.3
Cl 3.028270 5.192650 1.690070 -0.5 0.7 0.8
O -6.627945 0.640032 -0.048614 0.5 -1.6 4.3
H 0.228867 -1.128355 1.370049 -2.2 0.9 0.8
Cl 0.025380 -3.784967 -1.849870 0.0 -0.4 -0.3
H -6.766662 -2.366264 0.547626 -2.1 1.3 -0.3
O -5.900565 1.962729 1.982153 -1.9 -3.9 -0.8
H -8.621713 -2.301792 1.014545 1.6 1.1 -1.5
Cl 2.553513 -2.806550 -5.396693 0.0 0.3 0.3
H -1.406454 -3.454712 0.208764 -2.0 1.4 0.8
Cl 10.512555 6.350477 -3.690888 0.0 -0.4 -0.2
H -3.162400 -3.583043 0.988961 1.9 1.4 -0.8
C -0.834802 -0.750206 1.741372 -0.1 -0.4 0.1
Cl -2.007318 -5.447359 -3.102919 0.4 0.0 0.2
C -2.779678 1.142496 1.197001 0.5 -1.0 -1.7
C 10.678307 4.861024 -4.654403 -0.1 0.0 0.0
H -0.614144 1.130721 0.467799 -1.8 -1.9 0.4
Cl 6.810333 5.849471 -3.079838 -0.2 -0.3 0.3
H -4.141433 -0.756108 1.317508 0.2 2.1 -1.2
Cl -1.160442 -5.319702 3.604931 0.4 -0.2 -0.1
Cl 11.519576 3.620743 -3.690670 -0.2 0.3 -0.2
C 6.478254 4.372498 -2.140200 0.1 0.0 -0.1
B -5.534542 1.008239 0.918373 -1.0 0.6 -1.0
C 2.578301 -1.520886 -4.163502 0.1 0.0 0.0
Cl -0.512345 -6.451627 -0.817667 -0.4 -0.2 -1.3
Cl 0.217059 4.638397 2.195608 0.3 0.3 0.1
H -1.658012 -0.217516 -0.405780 0.4 1.2 2.4
Cl 2.940904 -2.232425 -2.570745 0.0 0.2 -0.4
Cl 0.987416 -0.720377 -4.108106 0.3 -0.2 0.0
Cl 5.833538 4.818870 -0.540230 0.3 0.0 -0.3
H -4.027340 -0.048858 -0.432886 0.1 0.8 2.4
Cl 9.061910 4.264738 -5.108829 0.5 0.1 -0.1
Cl 3.797448 -0.043293 0.781090 -0.3 0.3 -0.1
Cl 0.609341 -4.937720 1.327390 0.4 0.3 1.4
C -4.080325 0.270196 0.712349 -0.4 0.0 0.3
Cl 11.619086 5.207912 -6.127239 -0.2 -0.1 0.4
Cl 3.831299 -0.323959 -4.578437 -0.3 -0.3 0.1
H -2.728355 -1.769686 2.631676 1.9 -0.4 -1.0
O -8.080727 0.474141 2.008802 3.7 0.2 -1.2
H -7.975388 -1.800396 -0.782728 0.2 -0.1 2.3
C -2.293886 -2.837600 0.660775 -0.4 -0.1 0.7
Cl 1.675749 -4.830894 4.032432 -0.3 -0.2 -0.2
Cl 3.393452 2.761264 0.120090 -0.2 -1.3 -0.3
H -2.776696 2.160912 0.580457 -0.1 -2.0 1.7
C 0.478265 -5.614006 2.970636 0.1 0.2 0.0
Cl 1.640388 1.451449 2.037560 0.4 0.0 -0.3
C -1.441884 0.305869 0.644793 0.4 0.9 0.7
H -2.782825 -2.093128 -0.121189 1.3 -1.6 1.6
```
Positions in Å, forces in eV/Å.

**Lowest unoccupied orbital energy**: -0.0043 Eh
**Highest occupied orbital energy**: -10.2 eV



[4]
This record from OMol25 describes C14H17BCaF6N6O as an isolated structure. The level of theory is ωB97M-V/def2-TZVPD.

Structure (XYZ):
```
46
Properties=species:S:1:pos:R:3:forces:R:3
H -0.356096 4.929721 -1.652359 -0.2 2.2 -0.4
F -2.482551 0.895226 4.322225 0.5 0.2 -2.0
N 0.068816 1.829719 -2.443094 -0.2 1.0 0.9
F -2.926487 3.396602 2.078779 -0.3 -1.4 -0.2
H -0.798488 -1.607972 -0.194522 1.3 -0.3 2.1
H -4.166057 -0.385270 2.688253 0.2 0.2 -0.2
N -1.675234 -0.814324 -2.224891 -3.2 -1.6 0.0
F -4.438427 2.156886 3.074770 1.1 -0.2 -1.2
H 4.091302 -2.223229 -2.689052 0.7 -0.4 -0.3
C -0.237642 3.911899 -1.706469 0.1 -0.8 0.3
C -0.017983 3.104192 -2.825703 -0.3 0.5 0.9
H 0.614255 -2.445546 0.540861 -1.5 0.1 0.9
B 0.250515 0.503900 -3.283602 1.7 0.6 0.1
N -1.073823 -0.311765 -3.351702 -1.5 -0.2 -3.0
C -0.196852 -1.707308 0.815713 -0.5 -3.4 0.3
C -0.269263 3.089920 -0.563456 0.6 -0.9 -4.7
H -0.438424 3.191302 0.486753 0.0 0.4 0.3
H -3.512864 -1.881930 -1.962518 -0.2 -0.2 0.4
C -3.610656 2.225313 1.992775 -1.2 1.3 0.4
H 2.510224 -0.809672 -4.463885 0.3 -0.1 -0.3
H -4.142114 -0.227271 0.902433 -0.1 0.1 0.2
H 0.086385 3.279186 -3.842904 0.1 1.0 -1.6
N 1.407995 -0.403460 -2.743523 -0.2 0.2 0.8
F -4.402270 2.298921 0.893666 0.8 -0.3 0.6
H -0.974334 -1.907164 1.585910 0.9 -1.1 -0.5
H 2.877274 -1.845256 -0.253329 0.2 -0.1 0.2
C -2.832595 -1.407388 -2.632354 2.7 1.5 0.7
H -1.471249 -0.249449 -5.416370 0.0 0.1 -0.4
N 1.520161 -0.705598 -1.413032 0.1 -0.4 0.4
H 0.371924 -0.923480 1.345528 -0.1 -0.7 -0.2
F -0.928093 -0.116224 3.198613 -0.7 0.7 -0.6
F -0.951179 2.056505 3.258275 -1.2 -1.1 -0.6
N -0.068794 1.880883 -1.121227 0.1 2.2 -0.5
H 0.525681 0.864644 -4.378166 -0.1 -0.1 -0.3
C -2.665871 0.951784 1.867242 -1.2 2.0 1.0
C 3.216419 -1.667349 -2.493770 -0.8 0.4 0.4
H -2.898964 -1.178630 1.709768 -0.1 0.0 0.2
O -1.870902 1.103099 0.785685 -1.8 0.4 1.6
C 2.607775 -1.490995 -1.227249 -1.0 1.3 -2.5
C -1.766473 0.966506 3.173119 1.5 -0.2 2.7
C -1.812614 -0.575282 -4.457468 2.4 1.1 2.0
C 2.433931 -0.965621 -3.409073 0.2 -0.4 0.8
Ca -0.129547 0.288825 -0.094712 1.5 -2.3 1.1
C -3.527922 -0.293891 1.802916 0.0 -0.8 -0.3
C -2.968017 -1.272869 -4.054772 0.4 -0.1 0.9
H -3.742569 -1.613288 -4.683180 -0.8 -0.3 -0.5
```
Positions in Å, forces in eV/Å.

**Net charge**: +2
**Lowest unoccupied orbital energy (alpha / beta)**: -0.4095 / -0.4045 Eh
**Highest occupied orbital energy (alpha / beta)**: -15.2 / -15.3 eV